Record 1
Entry from OMol25: C4H7NO2 in the gas phase in a non-equilibrium geometry (ωB97M-V with the def2-TZVPD basis set).

**Energy relative to the best compared isomer or geometry (same formula, charge and spin)**: 172.3 kJ/mol
**SMILES**: C[C@H]1CNC(=O)O1
**Gap between HOMO and LUMO**: 11.1 eV
**Calculated total energy**: -361.815225 hartree

Structure (ORCA input):
```
! RIJCOSX wB97M-V def2-TZVPD def2/J DEFGRID3
* xyz 0 1
C 0.4105 0.9655 1.3570
C 0.7685 0.4499 -0.0387
C 0.2700 -1.2089 -0.1200
N -1.0187 -1.1585 -0.7713
C -1.2436 0.3604 -1.3106
O -2.2409 0.9112 -1.6657
O 0.0493 1.1102 -1.0413
H -0.6483 0.7389 1.5337
H 0.5447 2.0434 1.5156
H 1.0079 0.4328 2.1057
H 1.8426 0.3697 -0.2425
H 0.2300 -1.4657 0.9433
H 1.0304 -1.8115 -0.6531
H -1.0024 -1.7373 -1.6121
*
```

Löwdin atomic charge list, values in e, 2 entries: atom 1 (C): -0.06, atom 2 (C): -0.34

Record 2
Entry from OMol25: C4H7NO2 in the gas phase (ωB97M-V with the def2-TZVPD basis set).

**Energy relative to the best compared isomer or geometry (same formula, charge and spin)**: 46.3 kJ/mol
**SMILES**: C[C@@H](C=O)C(N)=O
**Gap between HOMO and LUMO**: 10.5 eV
**Calculated total energy**: -361.863217 hartree

Structure (ORCA input):
```
! RIJCOSX wB97M-V def2-TZVPD def2/J DEFGRID3
* xyz 0 1
C -0.8870 -1.0821 0.3698
C -0.3953 0.2108 -0.2823
C -1.1721 1.4174 0.2224
O -2.1176 1.3282 0.9669
C 1.0947 0.4779 -0.0665
O 1.4999 1.4651 0.5218
N 1.9345 -0.4521 -0.6009
H -0.8793 -0.9839 1.4582
H -1.9150 -1.2926 0.0655
H -0.2666 -1.9413 0.0955
H -0.5614 0.1655 -1.3706
H -0.8232 2.3968 -0.1530
H 1.5995 -1.3164 -0.9936
H 2.9210 -0.3569 -0.4142
*
```

Löwdin atomic charge list, values in e, 2 entries: atom 1 (C): -0.05, atom 2 (C): -0.26

Record 3
Entry from OMol25: C4H7NO2 in the gas phase (ωB97M-V with the def2-TZVPD basis set).

**Energy relative to the best compared isomer or geometry (same formula, charge and spin)**: 381.2 kJ/mol
**Gap between HOMO and LUMO (spin up / spin down)**: 7.3 / 7.3 eV
**Calculated total energy**: -361.735681 hartree

Structure (ORCA input):
```
! RIJCOSX wB97M-V def2-TZVPD def2/J DEFGRID3
* xyz 0 1
C -1.6202 -1.3180 0.6217
C -0.5566 -0.7289 -0.1768
C -0.3559 0.7039 -0.0288
O -1.1008 1.4102 0.7193
C 1.2466 0.7836 0.2399
O 1.6726 0.7886 1.3641
N 2.0299 0.8061 -0.8825
H -1.3758 -1.0460 1.6658
H -2.5389 -0.7335 0.4531
H -1.7748 -2.3894 0.5011
H 0.0860 -1.3116 -0.8375
H -0.3771 0.9086 -1.1651
H 1.6505 1.1467 -1.7531
H 3.0142 0.9797 -0.7212
*
```

Löwdin atomic charge list, values in e, 2 entries: atom 1 (C): -0.05, atom 2 (C): 0.04

Record 4
Entry from OMol25: 2 unconnected molecules or ions with the total composition C4H7NO2 (ωB97M-V with the def2-TZVPD basis set).

**Energy relative to the best compared isomer or geometry (same formula, charge and spin)**: 464.2 kJ/mol
**SMILES**: N[C@@]12C[C@@H]1O2.C=O
**Gap between HOMO and LUMO**: 9.6 eV
**Calculated total energy**: -361.704053 hartree

Structure (ORCA input):
```
! RIJCOSX wB97M-V def2-TZVPD def2/J DEFGRID3
* xyz 0 1
N 0.3328 -2.1474 1.2847
C 0.0961 -0.9222 0.6749
O 1.0540 -0.0307 0.0442
C -1.1301 -0.1281 0.3821
C 0.0946 0.4388 1.0445
C 0.3085 1.7881 -2.0087
O -0.8427 2.1192 -2.1561
H 1.3105 -2.2586 1.5290
H 0.0328 -2.9234 0.7099
H -1.9683 -0.3380 1.0451
H -1.3823 0.1630 -0.6373
H 0.3538 0.9806 1.9395
H 0.6699 0.7751 -2.2479
H 1.0703 2.4836 -1.6040
*
```

Löwdin atomic charge list, values in e, 2 entries: atom 1 (N): 0.13, atom 2 (C): -0.49

Record 5
Entry from OMol25: C4H7NO2 in the gas phase in a non-equilibrium geometry (ωB97M-V with the def2-TZVPD basis set).

**Energy relative to the best compared isomer or geometry (same formula, charge and spin)**: 738.8 kJ/mol
**Gap between HOMO and LUMO**: 8.6 eV
**Calculated total energy**: -361.599467 hartree

Structure (ORCA input):
```
! RIJCOSX wB97M-V def2-TZVPD def2/J DEFGRID3
* xyz 0 1
C 1.1646 1.7232 -0.6420
C -0.2385 -0.5406 -0.2026
C -0.9205 0.8050 0.0301
C 1.0719 -0.8468 0.5483
N -0.1249 1.7651 -0.7134
O -0.8110 2.4536 -1.4775
O 1.0157 -1.0750 1.8500
H 1.8992 2.3015 -1.2261
H -0.9018 -1.3549 -0.0995
H 0.0724 -0.5885 -1.2880
H -1.9666 0.8665 -0.1897
H -1.0058 1.0120 1.1546
H 1.4915 0.5676 -0.0788
H 0.1469 -0.9912 2.2293
*
```

Löwdin atomic charge list, values in e, 2 entries: atom 1 (C): 0.08, atom 2 (C): -0.21

Record 6
Entry from OMol25: a molecular structure, C4H7NO2 in a non-equilibrium geometry (ωB97M-V with the def2-TZVPD basis set).

**Energy relative to the best compared isomer or geometry (same formula, charge and spin)**: 309.6 kJ/mol
**Gap between HOMO and LUMO**: 9.9 eV
**Calculated total energy**: -361.762951 hartree

Structure (ORCA input):
```
! RIJCOSX wB97M-V def2-TZVPD def2/J DEFGRID3
* xyz 0 1
C 1.1584 1.4872 0.1426
C 0.1200 -0.1874 0.2214
C -0.1322 0.0136 1.6604
O 0.5318 0.8408 2.2460
C -1.1036 -0.8793 -0.5036
O -2.2085 -0.9700 0.0063
N -0.8384 -1.4925 -1.7034
H 0.4416 2.3058 0.2282
H 1.9971 1.7242 0.8521
H 1.5667 1.3234 -0.8321
H 1.0044 -0.7880 0.0196
H -0.9200 -0.5144 2.2086
H 0.0042 -1.2834 -2.2115
H -1.6402 -1.7649 -2.2606
*
```

Löwdin atomic charge list, values in e, 2 entries: atom 1 (C): 0.04, atom 2 (C): -0.07

Record 7
Entry from OMol25: 2 unconnected molecules or ions with the total composition C4H7NO2 in a non-equilibrium geometry (ωB97M-V with the def2-TZVPD basis set).

**Energy relative to the best compared isomer or geometry (same formula, charge and spin)**: 389.1 kJ/mol
**Gap between HOMO and LUMO**: 7.4 eV
**Calculated total energy**: -361.732644 hartree

Structure (ORCA input):
```
! RIJCOSX wB97M-V def2-TZVPD def2/J DEFGRID3
* xyz 0 1
C -0.5540 -2.7998 -1.9004
C 0.0178 -0.3276 1.5243
C 0.7386 0.5654 0.6285
C 0.2543 0.9035 -0.7603
N -0.1496 1.1053 1.6855
O -0.8450 -3.6579 -1.1902
O -0.2771 -1.9337 -2.6139
H -0.9136 -0.7992 1.1361
H 1.7212 0.8041 0.8464
H -0.7283 0.6197 -1.0247
H 1.0158 0.3203 -1.3344
H 0.4959 1.8729 -0.9317
H -1.0309 1.7080 1.4287
H 0.2548 1.6190 2.5061
*
```

Löwdin atomic charge list, values in e, 2 entries: atom 1 (C): -0.42, atom 2 (C): -0.17

Record 8
Entry from OMol25: 3 unconnected molecules or ions with the total composition C4H7NO2 in a non-equilibrium geometry (ωB97M-V with the def2-TZVPD basis set).

**Energy relative to the best compared isomer or geometry (same formula, charge and spin)**: 259.6 kJ/mol
**Gap between HOMO and LUMO**: 9.7 eV
**Calculated total energy**: -361.781999 hartree

Structure (ORCA input):
```
! RIJCOSX wB97M-V def2-TZVPD def2/J DEFGRID3
* xyz 0 1
O 1.8476 0.1093 -0.3457
C 1.2893 0.9380 0.5698
C 1.1302 2.2380 0.3388
N -1.0951 -0.5809 -0.5089
C -2.3302 -0.7191 -0.7522
C 0.7447 -2.4455 0.6756
O 0.0766 -3.3523 0.8034
H 1.6834 -0.8014 -0.0579
H 0.9693 0.4672 1.5012
H 0.7093 2.8898 1.0946
H 1.4491 2.6627 -0.6080
H -0.6882 0.2043 -1.0220
H -2.9079 -0.0902 -1.4394
H -2.8779 -1.5198 -0.2493
*
```

Löwdin atomic charge list, values in e, 2 entries: atom 1 (O): -0.06, atom 2 (C): -0.34

Which of these has the highest calculated total energy?
number 5